No. 1
{"formula": "C7H14NO2", "method": "the ωB97M-V functional and the def2-TZVPD basis", "symbols": ["C", "C", "C", "C", "N", "C", "C", "O", "C", "O", "H", "H", "H", "H", "H", "H", "H", "H", "H", "H", "H", "H", "H", "H"], "xyz": [[-0.72956, -2.29300, -2.46951], [-0.84374, -1.71530, -1.08028], [0.03612, -0.56182, -0.93781], [0.06486, 0.03199, 0.53598], [0.18295, 1.44103, 0.61920], [-0.32350, 1.84770, 2.06812], [1.53213, 1.89554, 0.29689], [1.17154, -0.70719, 1.44643], [-0.10839, -0.77917, 1.78105], [-0.78078, -1.18554, 2.65235], [0.21749, -2.64276, -2.60872], [-0.97815, -1.36709, -3.11873], [-1.46838, -3.08119, -2.72482], [-0.66199, -2.42593, -0.23593], [-1.90437, -1.34466, -1.09780], [-0.11750, 0.30229, -1.66076], [0.97617, -0.93867, -1.27160], [-0.51784, 1.78874, -0.06630], [-1.32754, 1.41029, 2.19800], [0.23891, 1.46738, 2.91129], [-0.35718, 2.86226, 2.11936], [2.18669, 1.35831, 0.91820], [1.79284, 1.69978, -0.74599], [1.71922, 2.93700, 0.47137]], "nbo_charge": [-0.585, -0.411, -0.437, 0.292, -0.375, -0.404, -0.433, -0.441, 0.762, -0.461, 0.205, 0.199, 0.243, 0.222, 0.211, 0.213, 0.254, 0.461, 0.251, 0.260, 0.230, 0.249, 0.246, 0.251], "orbital_gap_ev": 11.550, "e_homo_ev": -14.95, "largest_force_ha_per_bohr": 0.09237, "mol_weight_g_mol": 144.19, "energy_ev": -13061.5874, "charge": 1, "de_lowest_ev": 3.266}


No. 2
{"formula": "C7H14NO2", "method": "the ωB97M-V functional and the def2-TZVPD basis", "symbols": ["C", "C", "C", "C", "C", "C", "C", "N", "O", "O", "H", "H", "H", "H", "H", "H", "H", "H", "H", "H", "H", "H", "H", "H"], "xyz": [[-0.53229, -1.49289, 0.01190], [0.64587, 0.36142, 1.61413], [1.01649, 0.93449, -0.38373], [-0.35267, -0.03235, 0.52973], [0.42301, -2.48416, 0.33593], [1.66615, 0.14601, -1.49482], [-1.66942, 1.78838, -0.44296], [-1.67818, 0.55858, 0.40675], [-1.56876, -1.67786, -0.56237], [1.75254, 0.89339, 0.88665], [0.13673, 1.20200, 2.33514], [0.97470, -0.37239, 2.22907], [0.78323, 1.92365, -0.71217], [0.55893, -3.29074, -0.50945], [0.03205, -3.05094, 1.16329], [1.37620, -2.03978, 0.67276], [2.34304, -0.69383, -1.05655], [2.34714, 0.77674, -2.10971], [0.97512, -0.32540, -2.15165], [-1.00231, 2.64000, 0.09405], [-1.04016, 1.44375, -1.37307], [-2.72240, 2.14422, -0.64418], [-2.33371, -0.05585, -0.12705], [-2.13131, 0.70358, 1.28830]], "nbo_charge": [0.579, -0.069, 0.217, -0.043, -0.748, -0.698, -0.427, -0.537, -0.544, -0.518, 0.184, 0.208, 0.195, 0.290, 0.285, 0.243, 0.244, 0.259, 0.236, 0.240, 0.240, 0.255, 0.475, 0.435], "orbital_gap_ev": 10.391, "e_homo_ev": -14.12, "largest_force_ha_per_bohr": 0.09452, "mol_weight_g_mol": 144.19, "energy_ev": -13061.1086, "charge": 1, "de_lowest_ev": 3.745}


No. 3
{"formula": "C7H14NO2PS", "method": "the ωB97M-V functional and the def2-TZVPD basis", "symbols": ["C", "C", "C", "C", "C", "C", "C", "N", "O", "O", "P", "S", "H", "H", "H", "H", "H", "H", "H", "H", "H", "H", "H", "H", "H", "H"], "xyz": [[1.72387, 0.68009, -1.21612], [0.92541, 1.91044, -1.49480], [0.94154, -0.25903, -2.17207], [-1.70720, 1.72708, -1.07077], [-0.46579, 1.49180, -2.05702], [-0.14602, -2.32509, 2.53518], [-1.06815, -1.27173, 3.07970], [-0.39031, 0.07346, -2.31655], [-1.57966, 1.21059, 0.18334], [-1.11527, -0.17937, 2.08519], [-1.65665, -0.38055, 0.58479], [-3.62341, -0.86633, 0.70911], [2.80805, 0.79234, -1.49682], [1.66398, 0.37765, -0.18993], [0.90781, 2.51092, -0.62889], [1.50678, 2.64779, -2.09446], [1.49388, -0.37791, -3.20051], [1.04396, -1.41785, -1.81657], [-1.57870, 2.77035, -0.93870], [-2.61010, 1.45884, -1.58413], [-0.82132, 2.00600, -2.93121], [-0.49749, -2.76329, 1.49924], [0.94152, -2.19000, 2.38196], [-0.25017, -3.17397, 3.23987], [-0.75034, -0.78990, 4.00732], [-2.05398, -1.64450, 3.18164]], "nbo_charge": [-0.429, -0.457, -0.297, -0.039, -0.140, -0.654, -0.062, -0.251, -0.783, -0.829, 1.424, -0.472, 0.219, 0.208, 0.223, 0.219, 0.232, 0.207, 0.189, 0.194, 0.223, 0.221, 0.227, 0.220, 0.205, 0.203], "orbital_gap_ev": [6.589, 8.133], "e_homo_ev": [-8.55, -8.64], "largest_force_ha_per_bohr": 0.11912, "mol_weight_g_mol": 207.24, "energy_ev": -33192.4392, "charge": 0, "de_lowest_ev": 3.649}


No. 4
{"formula": "C7H14NO3", "method": "the ωB97M-V functional and the def2-TZVPD basis", "symbols": ["C", "C", "O", "O", "H", "H", "H", "C", "C", "C", "C", "C", "O", "N", "H", "H", "H", "H", "H", "H", "H", "H", "H", "H", "H"], "xyz": [[1.12245, 3.54198, -1.22333], [1.17597, 3.53638, 0.39497], [0.30608, 3.03801, 1.01351], [2.31190, 3.87270, 0.73195], [2.09116, 3.72767, -1.72450], [0.42161, 4.41727, -1.60384], [0.39641, 2.63832, -1.60395], [0.38416, -2.72350, 0.62817], [1.76383, -2.29026, 0.31510], [-0.77041, -3.12159, -1.48829], [-1.45793, -0.47041, 1.12363], [-1.75728, -1.32993, -0.04856], [-2.66208, -1.23810, -0.78336], [-0.72132, -2.26618, -0.39922], [0.18119, -3.76618, 0.48281], [0.10882, -2.57840, 1.64092], [2.56802, -2.96784, -0.19554], [2.17752, -2.07731, 1.14879], [-0.96343, -4.03258, -1.13962], [-2.13179, 0.38431, 1.24478], [1.48252, -1.33948, -0.14679], [-1.71180, -2.75774, -2.19968], [-0.04658, -3.12984, -2.14137], [-1.45217, -0.87960, 2.09862], [-0.48422, -0.01224, 1.02707]], "nbo_charge": [-0.773, 0.780, -0.760, -0.805, 0.203, 0.175, 0.182, -0.210, -0.635, -0.391, -0.741, 0.704, -0.598, -0.471, 0.179, 0.205, 0.203, 0.203, 0.165, 0.253, 0.246, 0.217, 0.182, 0.223, 0.264], "orbital_gap_ev": 6.618, "e_homo_ev": -3.67, "largest_force_ha_per_bohr": 0.15273, "mol_weight_g_mol": 160.19, "energy_ev": -15117.0515, "charge": -1, "de_lowest_ev": 3.343}


No. 5
{"formula": "C7H14NO5P", "method": "the ωB97M-V functional and the def2-TZVPD basis", "symbols": ["C", "C", "C", "C", "C", "C", "C", "N", "O", "O", "O", "O", "O", "P", "H", "H", "H", "H", "H", "H", "H", "H", "H", "H", "H", "H", "H", "H"], "xyz": [[0.34138, -3.00838, 0.87080], [-0.90023, -3.18439, 0.04269], [-0.08881, -1.92830, -0.03743], [2.46165, 0.56363, 1.43638], [-1.08973, 2.11960, -1.88224], [1.45150, 1.67539, 1.09942], [-2.19924, 1.34593, -1.30741], [0.47658, -1.20952, -1.02662], [-0.23349, -0.89004, -1.98012], [1.67611, -0.88721, -0.91157], [-1.05311, 0.56242, 2.31222], [0.40141, 1.37215, 0.28009], [-2.13677, 1.07660, 0.08406], [-0.85169, 0.58314, 0.86439], [0.31692, -2.61053, 1.81963], [1.33948, -3.35377, 0.55472], [-1.02208, -3.79288, -0.89588], [-1.91675, -3.02552, 0.47588], [1.79233, -0.22181, 1.94819], [2.86043, 0.11083, 0.53245], [3.11245, 0.85415, 2.27560], [-1.35487, 2.72323, -2.70566], [-0.52520, 2.73289, -1.15988], [-0.38172, 1.36617, -2.15308], [1.85767, 2.61818, 0.59000], [0.92821, 2.17744, 2.03200], [-2.12768, 0.35185, -1.74635], [-3.13472, 1.87876, -1.41225]], "nbo_charge": [-0.455, -0.446, 0.012, -0.652, -0.668, -0.073, -0.072, 0.433, -0.453, -0.435, -1.039, -0.802, -0.784, 2.294, 0.242, 0.238, 0.244, 0.242, 0.207, 0.256, 0.232, 0.225, 0.226, 0.241, 0.194, 0.187, 0.212, 0.195], "orbital_gap_ev": [7.701, 7.702], "e_homo_ev": [-9.03, -9.03], "largest_force_ha_per_bohr": 0.10303, "mol_weight_g_mol": 223.17, "energy_ev": -28496.3556, "charge": 0, "de_lowest_ev": 3.862}